Formula: C39H102N2O23
Source: the OMol25 dataset
Level of theory: ωB97M-V with the def2-TZVPD basis set

XYZ file:
```
166
C39H102N2O23 ωB97M-V with the def2-TZVPD basis set
C 2.67 9.95 28.52
C 1.93 11.30 28.91
C 2.59 12.05 30.03
C 3.84 12.78 29.72
C 3.58 13.84 28.65
C 2.95 13.20 27.38
N 1.82 12.22 27.72
O 0.83 11.92 26.69
C 4.01 12.54 26.52
C 2.41 14.43 26.63
C 0.57 10.85 29.54
H 2.05 9.31 27.88
H 2.92 9.43 29.44
H 3.66 10.06 28.08
H 2.91 11.31 30.76
H 1.91 12.82 30.38
H 4.51 12.05 29.26
H 4.24 13.25 30.61
H 4.51 14.32 28.36
H 2.83 14.49 29.12
H 4.69 13.30 26.14
H 3.71 12.12 25.56
H 4.62 11.77 27.00
H 1.57 14.90 27.14
H 2.08 14.13 25.64
H 3.19 15.18 26.51
H 0.49 10.54 30.58
H 0.28 10.05 28.86
H -0.14 11.64 29.32
C -0.10 14.10 19.45
C 1.15 14.98 19.87
C 0.42 16.24 20.44
C 1.49 17.15 21.09
C 2.24 16.43 22.18
C 3.03 15.14 21.70
N 1.96 14.30 20.98
O 2.40 12.96 20.66
C 3.58 14.44 22.98
C 4.26 15.57 20.77
C 1.88 15.30 18.55
H -0.46 14.31 18.44
H -0.84 14.06 20.25
H 0.29 13.09 19.38
H -0.32 16.11 21.23
H 0.00 16.82 19.61
H 1.09 18.05 21.56
H 2.16 17.46 20.30
H 1.41 16.21 22.85
H 2.96 17.10 22.66
H 2.87 13.77 23.49
H 3.94 15.08 23.79
H 4.31 13.67 22.76
H 4.14 16.46 20.16
H 4.46 14.78 20.05
H 5.24 15.55 21.25
H 1.21 15.61 17.75
H 2.28 14.33 18.25
H 2.77 15.90 18.72
C 4.19 15.30 33.51
O 3.86 14.53 34.70
H 4.57 14.65 32.73
H 3.40 16.01 33.25
H 5.09 15.83 33.81
H 2.99 14.14 34.63
C 5.23 11.48 32.54
O 5.86 10.64 33.49
H 4.15 11.53 32.69
H 5.68 12.46 32.65
H 5.43 11.13 31.52
H 5.46 10.79 34.35
C 3.70 8.45 32.06
O 2.78 7.47 31.58
H 3.59 9.44 31.64
H 3.80 8.47 33.14
H 4.66 8.15 31.63
H 2.19 7.29 32.31
C 7.59 10.26 29.28
C 7.45 11.71 28.80
O 8.09 12.42 29.82
O 6.82 9.26 28.53
H 7.38 10.22 30.35
H 8.64 9.97 29.26
H 6.47 12.15 28.67
H 7.85 11.88 27.80
H 8.10 13.29 29.42
H 6.88 8.40 28.96
C 0.87 17.63 25.23
C -0.50 17.19 25.74
O -1.42 18.12 25.15
O 1.52 18.58 26.09
H 0.75 18.15 24.28
H 1.67 16.89 25.18
H -0.55 17.18 26.82
H -0.94 16.25 25.40
H -1.24 18.12 24.21
H 0.88 19.17 26.50
C 5.33 16.88 29.83
C 4.56 17.50 28.66
O 5.49 17.44 27.57
O 4.66 16.93 31.10
H 6.31 17.33 29.98
H 5.46 15.82 29.63
H 4.44 18.58 28.74
H 3.69 16.95 28.29
H 5.35 18.23 27.05
H 4.61 17.86 31.35
C -2.02 9.22 27.22
C -1.13 7.91 27.35
O 0.12 7.95 26.70
O -2.50 9.48 25.89
H -1.47 10.10 27.53
H -2.77 9.08 28.00
H -1.71 7.07 26.98
H -0.97 7.75 28.42
H 0.05 7.36 25.94
H -3.45 9.42 25.85
C -3.63 14.20 28.08
C -2.25 13.73 28.43
O -1.22 14.68 28.09
O -4.09 14.07 26.73
H -3.66 15.29 28.05
H -4.44 13.69 28.60
H -2.00 12.80 27.91
H -2.20 13.54 29.50
H -0.50 14.13 27.78
H -4.56 14.84 26.43
C 1.73 5.36 29.20
C 1.63 4.34 28.00
O 1.96 4.85 26.69
O 2.99 6.00 29.25
H 1.74 4.85 30.16
H 0.93 6.11 29.22
H 0.63 3.92 27.92
H 2.27 3.50 28.28
H 2.86 5.19 26.71
H 3.08 6.66 29.94
C 4.33 9.42 24.48
C 4.27 10.27 23.19
O 3.16 11.16 23.03
O 3.08 8.78 24.64
H 4.38 10.01 25.40
H 5.04 8.61 24.58
H 4.16 9.64 22.30
H 5.26 10.71 23.09
H 3.23 11.75 22.28
H 3.35 8.07 25.23
C 7.45 14.92 25.40
C 8.06 14.92 26.83
O 7.05 14.90 27.91
O 6.86 13.70 25.03
H 8.17 15.20 24.63
H 6.75 15.75 25.42
H 8.50 15.89 27.04
H 8.80 14.15 27.05
H 6.27 15.38 27.60
H 5.92 13.67 25.21
C -0.66 13.74 23.54
C -1.77 13.33 24.51
O -2.09 11.99 24.09
O 0.44 12.81 23.41
H -0.26 14.70 23.89
H -1.05 14.02 22.56
H -2.66 13.94 24.63
H -1.49 13.19 25.55
H -2.90 12.05 23.57
H 1.09 13.05 22.74
```

The largest force on an atom comes out at 0.1201 hartree/bohr. As for the spin multiplicity: 2. The highest occupied orbital energy comes out at -2.46 eV. For the frontier orbital gap, the calculation gives 4.0 eV. The expectation value of S² is 0.76. The total charge is -1. The value obtained for the LUMO energy is 1.53 eV.

=====

Formula: C47H55IrN12O2PS
Source: the OMol25 dataset
Level of theory: ωB97M-V with the def2-TZVPD basis set

XYZ file:
```
119
C47H55IrN12O2PS ωB97M-V with the def2-TZVPD basis set
Ir -0.79 0.19 -0.18
N 0.40 -0.60 -2.14
C 1.07 -1.88 -1.88
C 2.04 -2.33 -2.97
C 3.21 -1.36 -3.26
C 4.57 -2.01 -2.99
N 4.71 -2.25 -1.55
C 5.45 -1.59 -0.68
N 5.16 -1.74 0.61
N 6.47 -0.81 -1.05
C 1.68 -1.82 -0.47
O 2.59 -2.62 -0.16
O 1.20 -0.95 0.30
H -0.23 -0.70 -2.93
H 1.08 0.12 -2.38
H 0.28 -2.64 -1.81
H 1.47 -2.49 -3.88
H 2.43 -3.30 -2.67
H 3.13 -0.46 -2.63
H 3.19 -1.03 -4.30
H 5.37 -1.37 -3.35
H 4.63 -2.96 -3.51
H 3.88 -2.69 -1.13
H 4.28 -2.16 0.87
H 5.71 -1.28 1.32
H 6.77 -0.78 -2.01
H 7.08 -0.41 -0.37
C 0.73 3.23 -2.19
C 0.06 3.07 -3.53
C 0.59 3.73 -4.63
C -0.01 3.66 -5.88
C -1.16 2.90 -6.04
C -1.71 2.22 -4.96
C -1.11 2.30 -3.70
P -1.89 1.54 -2.21
C -3.29 0.64 -2.97
C -2.87 -0.41 -3.79
C -3.77 -1.20 -4.48
C -5.13 -0.93 -4.37
C -5.56 0.09 -3.54
C -4.67 0.88 -2.81
C -5.25 1.96 -1.92
C -2.41 3.07 -1.39
C -2.82 4.20 -2.08
C -3.00 5.39 -1.41
C -2.67 5.47 -0.06
C -2.25 4.34 0.62
C -2.17 3.10 -0.02
C -1.90 1.87 0.72
H 1.81 3.22 -2.29
H 0.42 2.44 -1.50
H 0.44 4.19 -1.75
H 1.48 4.33 -4.50
H 0.41 4.19 -6.72
H -1.65 2.84 -7.00
H -2.61 1.65 -5.10
H -1.81 -0.59 -3.91
H -3.42 -2.02 -5.10
H -5.85 -1.51 -4.92
H -6.62 0.29 -3.46
H -6.24 1.68 -1.58
H -5.34 2.89 -2.47
H -4.62 2.17 -1.05
H -3.00 4.15 -3.15
H -3.36 6.27 -1.93
H -2.76 6.41 0.47
H -2.01 4.39 1.68
H -2.73 1.16 0.67
H -1.62 2.04 1.76
N -4.11 -2.67 1.07
C -3.89 -1.59 0.32
N -4.62 -0.50 0.55
S -2.70 -1.62 -0.89
H -4.90 -2.73 1.70
H -3.63 -3.53 0.85
H -5.37 -0.49 1.23
H -4.58 0.25 -0.13
C -0.54 -3.29 1.08
C -0.71 -2.18 2.06
N -1.04 -0.92 1.81
C -1.16 -0.30 3.04
C -0.92 -1.19 4.03
N -0.62 -2.38 3.39
C -0.30 -3.62 4.08
N 0.84 -3.46 4.92
N 0.68 -3.27 6.26
N 1.82 -3.24 6.82
C 2.80 -3.42 5.86
C 4.19 -3.47 5.97
C 4.90 -3.67 4.81
C 4.26 -3.81 3.57
C 2.89 -3.75 3.44
C 2.17 -3.56 4.62
H -0.83 -2.96 0.10
H -1.17 -4.14 1.36
H 0.50 -3.64 1.05
H -1.42 0.74 3.13
H -0.92 -1.10 5.10
H -0.10 -4.39 3.34
H -1.13 -3.92 4.71
H 4.66 -3.37 6.94
H 5.98 -3.74 4.86
H 4.87 -3.97 2.68
H 2.41 -3.85 2.47
C 1.40 1.79 0.84
C 1.15 1.98 2.23
C 0.58 3.18 2.70
C 0.45 3.42 4.05
C 0.90 2.47 4.97
C 1.42 1.26 4.52
C 1.53 1.01 3.17
C 0.82 2.75 6.38
N 0.77 2.98 7.50
H 2.01 0.97 0.50
H 1.19 2.60 0.16
H 0.27 3.92 1.97
H 0.02 4.35 4.41
H 1.75 0.53 5.25
H 1.94 0.07 2.81
```

The largest force on an atom comes out at 0.0457 hartree/bohr. As for the spin multiplicity: 2. The highest occupied orbital energy (spin up / spin down) comes out at -11.75 / -11.75 eV. For the frontier orbital gap (spin up / spin down), the calculation gives 5.6 / 5.7 eV. The energy relative to the best compared isomer or geometry (same formula, charge and spin) comes out at 59.0 kcal per mole. The expectation value of S² is 0.77. The total charge is +2. The value obtained for the LUMO energy (spin up / spin down) is -6.10 / -6.04 eV.

=====

Formula: C21H18Co2N3O6
Source: the OMol25 dataset
Level of theory: ωB97M-V with the def2-TZVPD basis set

XYZ file:
```
50
C21H18Co2N3O6 ωB97M-V with the def2-TZVPD basis set
O 3.21 2.57 0.01
C 2.99 1.69 0.73
Co 2.50 0.46 1.88
C 3.04 -1.03 1.11
O 3.42 -1.96 0.52
C 3.39 0.80 3.34
O 4.01 1.04 4.28
C 0.67 1.22 2.34
C 0.69 2.64 2.50
C 1.47 3.32 3.47
C 1.82 4.65 3.26
C 1.30 5.35 2.16
C 0.39 4.72 1.30
C 0.03 3.40 1.51
C -0.05 0.38 1.41
C -0.22 0.43 0.08
Co 0.15 -0.33 2.99
C 0.76 -0.06 4.64
O 1.07 0.01 5.75
C 0.73 -1.99 2.65
O 0.99 -3.12 2.61
C -1.57 -0.60 3.28
O -2.69 -0.79 3.53
H 1.81 2.78 4.37
H 2.50 5.15 3.95
H 1.60 6.38 1.98
H -0.04 5.26 0.45
H -0.71 2.90 0.88
H -0.70 -0.36 -0.50
H 0.18 1.28 -0.50
C -2.77 -0.66 -4.14
C -1.44 -0.06 -3.69
N -0.86 -0.75 -2.55
C -0.99 -2.05 -2.59
N -1.77 -2.75 -3.47
C -2.60 -2.14 -4.47
C -1.68 -4.17 -3.27
C -0.74 -4.32 -2.08
N -0.38 -2.96 -1.76
H -3.50 -0.55 -3.33
H -3.17 -0.13 -5.01
H -0.74 -0.10 -4.55
H -1.57 0.99 -3.40
H -3.56 -2.66 -4.50
H -2.13 -2.26 -5.46
H -2.66 -4.60 -3.03
H -1.28 -4.67 -4.16
H -1.23 -4.77 -1.21
H 0.15 -4.89 -2.34
H 0.19 -2.68 -0.97
```

The largest force on an atom comes out at 0.1019 hartree/bohr. The highest occupied orbital energy comes out at -3.46 eV. For the frontier orbital gap, the calculation gives 5.9 eV. The energy relative to the best compared isomer or geometry (same formula, charge and spin) comes out at 9.4 kcal per mole. The total charge is -1. The value obtained for the LUMO energy is 2.44 eV.

=====

> The highest total charge belongs to which entry?

C47H55IrN12O2PS